No. 1
{"formula": "C4H4NO2", "method": "the ωB97M-V functional and the def2-TZVPD basis", "symbols": ["H", "C", "O", "C", "H", "C", "C", "N", "H", "H", "O"], "positions_angstrom": [[0.9760, -0.6002, 1.1075], [0.1881, 0.5630, -1.1115], [-2.2507, -1.1625, -0.9068], [0.6455, 0.4443, 0.8821], [0.7412, 1.0614, 1.7742], [1.2591, 0.8632, -0.3546], [-1.5609, -1.0854, 0.1288], [-0.5601, 0.1789, 0.0471], [2.3534, 0.9869, -0.5847], [-0.1712, 0.4594, -2.1216], [-1.6204, -1.7090, 1.1395]], "forces_ev_per_angstrom": [[0.139, 0.771, 0.425], [-0.796, -0.945, 2.141], [0.731, 0.249, -0.171], [-0.092, -3.138, 0.243], [-0.862, 0.183, -0.019], [3.826, 1.102, -2.529], [-0.418, 2.646, -3.213], [-2.299, -0.246, 0.197], [-1.345, 0.421, 0.108], [0.211, 0.024, -0.094], [0.903, -1.067, 2.913]], "charge": -1, "e_tot_ev": -9797.12207, "multiplicity": 1, "e_above_lowest_kj_mol": 257.7}

No. 2
{"formula": "C4H4NO4", "method": "the ωB97M-V functional and the def2-TZVPD basis", "symbols": ["C", "H", "C", "H", "O", "C", "H", "H", "N", "O", "O", "O", "C"], "positions_angstrom": [[-4.6676, -0.4702, 0.1592], [0.9588, 1.6551, -1.8435], [0.3511, 0.8865, -1.2938], [-0.0452, 1.7658, 0.5649], [-4.2840, 1.3737, 0.0935], [0.4964, 1.0102, 0.1752], [0.7036, -0.0436, -1.6170], [-0.8227, 1.1828, -1.3149], [-2.0277, 2.0666, -0.3036], [1.1614, 0.3034, 0.8920], [-4.5389, -0.7975, 1.2844], [-4.9323, -0.7715, -0.9246], [-3.0896, 1.6241, -0.0783]], "forces_ev_per_angstrom": [[0.126, -1.156, 1.957], [-0.717, -0.273, 0.632], [-1.901, 2.222, 0.101], [-1.853, 2.802, 1.587], [0.031, -0.127, 0.236], [2.338, -1.785, -1.354], [0.067, -1.608, -0.607], [2.600, -0.983, -0.940], [-0.460, -0.140, 0.310], [0.496, -0.789, 0.404], [0.233, 0.538, 0.863], [-0.561, -0.023, -2.820], [-0.397, 1.323, -0.369]], "charge": -1, "e_tot_ev": -13893.92601, "multiplicity": 1, "e_above_lowest_kj_mol": 52.6}

No. 3
{"formula": "C4H4NO4", "method": "the ωB97M-V functional and the def2-TZVPD basis", "symbols": ["O", "H", "O", "H", "N", "O", "O", "C", "C", "H", "C", "C", "H"], "positions_angstrom": [[1.7141, 0.3782, -2.5911], [-0.4301, -0.9812, 1.8580], [-0.1139, 0.1167, -1.1828], [-1.9576, -0.3291, -0.3009], [-0.9376, 1.1790, 0.9508], [2.2913, -0.4809, -0.6632], [-0.3910, 3.4474, 0.6729], [-0.6096, 2.2691, 0.7172], [-0.8543, -0.3005, -0.2000], [0.7250, -1.5240, 0.6163], [1.7050, -0.0028, -1.5115], [-0.3266, -1.3516, 0.8261], [-0.8149, -2.4202, 0.8082]], "forces_ev_per_angstrom": [[-0.358, 1.954, -4.251], [-0.078, 0.095, -0.198], [-0.710, 0.913, 0.144], [0.552, 0.186, -0.525], [-1.928, -4.348, 3.069], [2.123, -2.120, 4.964], [0.204, 0.686, 0.234], [1.772, 5.016, -2.472], [-0.534, -3.365, 1.207], [0.115, 0.037, 0.177], [-1.019, 0.172, -1.219], [-0.673, -1.210, -0.903], [0.535, 1.982, -0.226]], "charge": -1, "e_tot_ev": -13889.03155, "multiplicity": 3}

No. 4
{"formula": "C4H4NP", "method": "the ωB97M-V functional and the def2-TZVPD basis", "symbols": ["N", "P", "C", "C", "H", "H", "C", "H", "C", "H"], "positions_angstrom": [[1.3389, -0.1113, 0.0848], [2.9755, -0.0681, -0.2655], [0.1753, -0.3103, -0.0436], [-2.4784, -0.8936, 0.0417], [3.5202, 0.3948, 0.8701], [-2.3852, 1.2189, 0.5052], [-2.3996, 0.5472, -0.3512], [3.2600, -1.3572, 0.4077], [-1.1913, -0.3455, -0.0683], [-2.8153, 0.9253, -1.1809]], "forces_ev_per_angstrom": [[-1.370, 0.055, 0.325], [0.623, -2.390, -0.996], [-2.040, 0.229, 0.165], [1.273, -0.084, 0.089], [0.210, 1.428, 1.632], [-0.771, 0.410, -0.191], [2.119, -0.927, 4.484], [-0.181, 0.579, -1.107], [1.102, -0.319, -0.990], [-0.963, 1.020, -3.411]], "e_tot_ev": -14985.00864, "multiplicity": 1, "e_above_lowest_kj_mol": 343.4}

No. 5
{"formula": "C4H4O", "method": "the ωB97M-V functional and the def2-TZVPD basis", "symbols": ["H", "C", "C", "C", "O", "H", "H", "C", "H"], "positions_angstrom": [[-2.3822, 1.3071, 1.8941], [1.4346, 0.3286, -0.6029], [-0.9081, 0.3869, 0.4293], [0.0321, -0.1710, -0.5349], [0.8184, -1.2989, -0.0481], [1.3497, -0.9375, 0.6955], [1.8175, 0.0364, -1.5932], [-1.6950, 0.8712, 1.2011], [-0.4668, -0.5229, -1.4410]], "forces_ev_per_angstrom": [[0.134, -0.099, -0.145], [-0.119, 0.083, -0.318], [-0.288, 0.244, 0.295], [-0.020, 0.098, -0.030], [0.178, -0.017, 0.066], [-0.211, -0.244, 0.225], [-0.097, 0.077, 0.053], [0.345, -0.204, -0.298], [0.080, 0.061, 0.152]], "e_tot_ev": -6253.86938, "multiplicity": 1, "e_above_lowest_kj_mol": 531.6}

No. 6
{"formula": "C4H4O", "method": "the ωB97M-V functional and the def2-TZVPD basis", "symbols": ["H", "H", "O", "C", "C", "H", "C", "C", "H"], "positions_angstrom": [[1.6068, -0.2766, 1.4286], [-1.2247, 0.0424, 0.6394], [1.0259, 0.7740, -0.2127], [-0.4104, -0.7687, 0.4479], [-0.0587, 0.7690, -1.0810], [0.0504, 1.4913, -1.8765], [0.8319, -0.1458, 0.6864], [-1.0027, -0.1968, -0.8368], [-0.7216, -1.6917, 0.9241]], "forces_ev_per_angstrom": [[-0.095, -0.015, -0.061], [0.002, 0.116, 0.059], [0.083, -0.023, 0.124], [0.190, -0.318, 0.159], [-0.347, -0.011, -0.312], [-0.008, -0.068, 0.108], [-0.134, -0.037, 0.017], [0.286, 0.202, -0.047], [0.022, 0.154, -0.048]], "e_tot_ev": -6255.50267, "multiplicity": 1, "e_above_lowest_kj_mol": 374.0}

No. 7
{"formula": "C4H4O", "method": "the ωB97M-V functional and the def2-TZVPD basis", "symbols": ["H", "O", "H", "C", "H", "H", "C", "C", "C"], "positions_angstrom": [[2.3414, 1.2389, -0.0637], [3.2568, -0.5738, 0.0472], [-2.0762, 0.9985, -0.1850], [0.8685, 0.0053, -0.1987], [-2.1048, -0.1784, 1.2186], [-2.4316, -0.9962, -0.5820], [-1.8472, -0.2639, 0.0442], [-0.3238, -0.4148, -0.2325], [2.3169, 0.1845, -0.0481]], "forces_ev_per_angstrom": [[1.604, 1.919, 0.270], [-1.237, 0.369, -0.099], [0.399, -3.966, -0.035], [-3.569, -3.901, -0.204], [0.816, -1.111, -2.752], [0.323, 1.120, 1.030], [0.743, 3.472, 0.657], [1.694, 2.663, 1.494], [-0.772, -0.566, -0.361]], "smiles": "CC#CC=O", "e_tot_ev": -6256.19871, "multiplicity": 1, "e_above_lowest_kj_mol": 306.9}

No. 8
{"formula": "C4H4O", "method": "the ωB97M-V functional and the def2-TZVPD basis", "symbols": ["C", "C", "H", "H", "H", "H", "C", "O", "C"], "positions_angstrom": [[-0.1827, -1.2352, 0.2005], [-0.1718, 0.2397, 0.4559], [1.7814, 0.7916, -0.3357], [-0.7916, -1.7507, 0.9475], [0.7552, -1.4484, -0.3162], [0.5544, 2.1479, -0.4061], [-1.1311, -0.3254, -0.7282], [-1.5402, 0.4808, 0.3288], [0.7264, 1.0998, -0.1465]], "forces_ev_per_angstrom": [[-0.652, 2.942, -0.458], [1.938, 0.749, 0.215], [-1.008, -0.007, 0.461], [0.684, -0.440, -0.375], [-0.441, -1.285, 0.453], [-0.533, -0.498, 0.254], [-0.188, -0.688, -0.512], [-0.163, -0.225, 0.032], [0.363, -0.547, -0.070]], "e_tot_ev": -6254.48887, "multiplicity": 1, "e_above_lowest_kj_mol": 471.9}

No. 9
{"formula": "C4H4O", "method": "the ωB97M-V functional and the def2-TZVPD basis", "symbols": ["C", "C", "H", "O", "C", "H", "H", "H", "C"], "positions_angstrom": [[-1.4751, 0.0527, 0.2057], [1.1101, -0.1452, 0.0789], [-1.5390, -0.3550, 1.2146], [-0.8818, 1.3328, 0.1016], [2.2429, -0.4765, 0.3229], [-2.3441, -0.1193, -0.4315], [3.2542, -0.7497, 0.5381], [-0.1861, 0.2268, -1.5599], [-0.1811, 0.2335, -0.4705]], "forces_ev_per_angstrom": [[-0.132, -0.262, 0.002], [0.484, -0.155, -0.096], [0.171, 0.029, -0.218], [0.053, 0.151, -0.028], [-0.501, 0.180, -0.018], [0.100, 0.092, 0.176], [-0.257, 0.041, 0.033], [-0.035, 0.010, 0.121], [0.117, -0.088, 0.029]], "smiles": "C#C[C@H]1CO1", "e_tot_ev": -6256.83910, "multiplicity": 1, "e_above_lowest_kj_mol": 245.1}

No. 10
{"formula": "C4H4O2", "method": "the ωB97M-V functional and the def2-TZVPD basis", "symbols": ["C", "O", "O", "H", "C", "H", "C", "H", "C", "H"], "positions_angstrom": [[-1.0068, 0.9438, 0.2033], [-0.4822, 1.4214, -0.9282], [-2.2632, -1.2630, 0.6421], [1.5543, -0.1715, 0.8584], [-0.1612, -0.2740, -0.2931], [-0.8945, 1.6566, 0.9889], [1.2884, -0.4395, -0.1698], [1.7675, 0.1252, -0.9136], [-1.4570, -0.5134, 0.1199], [1.6547, -1.4857, -0.5079]], "forces_ev_per_angstrom": [[-0.903, 0.619, -0.470], [-0.062, -3.269, 0.134], [1.194, 0.491, -0.679], [0.512, -0.244, -0.367], [0.771, 1.515, -0.919], [-0.215, -0.304, 1.377], [0.372, -2.630, -0.152], [0.712, 1.325, -0.585], [-1.451, 1.166, 0.509], [-0.930, 1.332, 1.152]], "e_tot_ev": -8302.53788, "multiplicity": 1, "e_above_lowest_kj_mol": 438.0}

Max |F|
In order: 4.72; 3.72; 5.87; 5.05; 0.50; 0.47; 5.29; 3.05; 0.53; 3.27
Unit: eV Å⁻¹